[1]
This record from the Open Molecules 2025 dataset describes 9 unconnected molecules or ions with the total composition C59H63N9O22P at a distorted geometry. The level of theory is wB97M-V/def2-TZVPD.

```
154
Properties=species:S:1:pos:R:3:forces:R:3
P -6.91309 0.40087 -0.29750 -1.31 1.12 -1.73
O 1.24314 -6.98896 0.25885 -0.01 0.05 0.00
O -7.24040 -1.05517 -0.94283 0.94 0.06 1.00
O -6.15912 1.27118 2.25866 -1.48 -0.30 -0.14
O 3.28065 0.34115 -3.61855 -0.10 0.05 -0.04
O 0.81314 -4.95333 -0.29198 0.04 -0.03 0.05
O 6.91082 -2.13014 -2.68900 -0.01 0.07 0.06
O 0.15930 1.54097 -12.48989 -0.04 -0.05 0.08
O 2.60637 1.20170 -5.47143 0.02 -0.11 -0.40
O -0.83858 6.22398 2.49555 -0.06 -0.04 -0.05
O -2.62716 -2.31525 4.91611 -0.85 1.10 0.78
O 1.98681 -1.33356 0.81940 -0.01 0.15 -0.25
O -8.16635 1.13850 -0.22063 -0.49 0.25 1.06
O -3.50133 -0.45207 -2.39822 -0.10 -0.17 -0.09
O 8.24263 -1.20729 -4.10409 -0.06 0.01 0.07
O -0.60436 -3.24573 4.80153 0.75 0.08 -0.60
O 3.66804 0.01222 0.83778 -0.02 -0.03 -0.01
O -2.58125 5.00131 2.18564 0.17 0.17 -0.06
O 4.71973 -3.36008 8.19001 -0.08 0.02 0.09
O 3.30890 -4.27201 9.53575 0.03 0.06 -0.05
O -5.91678 1.10753 -1.31564 0.30 -1.70 0.79
O -1.59077 0.28749 -12.43639 0.07 0.02 0.07
O -4.38775 -0.96459 -4.28897 -0.08 0.08 0.11
N 2.65961 1.16408 -4.26273 0.05 -0.06 0.26
N -6.79305 -1.04888 1.99429 -0.70 -0.62 1.55
N 2.98280 -0.86138 1.33556 -0.14 0.05 -0.15
N -3.45906 -0.97244 -3.51562 -0.14 0.07 0.06
N -0.58648 0.75682 -11.93816 -0.07 0.07 -0.21
N 1.58570 -5.86455 -0.04020 -0.08 0.02 0.02
N 3.84915 -3.30537 9.04266 0.06 -0.13 0.01
N 7.41596 -1.15613 -3.21788 0.04 -0.11 -0.06
N -1.94902 6.03696 2.04664 0.09 -0.09 0.07
C -5.38693 3.23466 3.98742 0.42 0.83 -0.20
C 4.46044 -0.87333 3.30683 0.22 0.19 0.01
C -1.87214 8.30579 1.09733 0.24 0.14 0.05
C -1.15065 -1.69826 -3.06217 0.01 0.12 0.28
C -2.47043 9.34237 0.39968 -0.14 -0.05 -0.04
C 2.59333 0.51751 10.32655 -0.01 0.02 0.01
C 0.06013 -2.95957 -4.70837 -0.02 0.00 -0.04
C -4.44940 8.00508 0.09683 0.09 0.09 -0.01
C 3.44584 -4.29817 -0.41788 -0.14 0.35 -0.08
C 5.28846 -6.31971 0.06476 -0.01 0.17 -0.04
C -0.00163 -2.35923 -3.45696 0.06 -0.09 -0.15
C -4.65364 -0.28548 1.43293 -0.58 -1.77 0.78
C 3.42280 -1.97532 9.49903 -0.08 0.30 0.08
C 2.45190 -1.87638 10.48022 -0.19 -0.13 0.17
C 1.91571 2.19765 -3.52971 -0.17 0.26 0.02
C -1.81523 -2.93808 4.31509 0.19 -1.11 -0.99
C 3.99272 -0.84890 8.93101 0.15 0.11 -0.19
C 4.79829 -1.39843 4.54496 -0.18 -0.12 0.00
C -1.02654 -2.89412 -5.57463 0.14 0.02 0.24
C 7.10693 2.55232 -2.94350 -0.11 -0.01 0.10
C -5.93563 2.51176 1.55133 0.07 1.29 0.14
C 5.72317 -5.03981 -0.25682 0.03 -0.04 0.03
C 1.20045 0.46296 -8.67581 -0.05 -0.10 0.11
C -6.14942 0.17281 1.41234 3.15 0.37 -0.76
C 7.52258 1.29924 -3.36286 0.16 0.10 -0.20
C 5.65576 1.53307 -1.31484 0.08 0.13 -0.09
C 2.59980 -2.40233 3.17595 -0.49 -0.28 -0.17
C 4.80099 -4.02911 -0.49322 0.11 -0.08 0.06
C -3.44991 -2.61369 0.88090 -0.08 -0.26 1.44
C -3.85629 6.96369 0.79107 -0.19 -0.15 -0.02
C 3.36087 -1.38655 2.63946 0.32 0.00 0.32
C 3.57172 0.40342 9.34797 -0.10 -0.03 0.08
C -2.38123 -2.26046 1.95667 0.14 -1.10 -0.02
C 6.99206 0.17458 -2.75497 -0.13 0.27 0.13
C 0.55557 4.15961 -2.15792 -0.01 0.01 0.05
C 6.17263 2.66927 -1.92267 -0.01 0.01 -0.01
C -0.72139 -0.98324 -8.63868 0.11 0.12 -0.06
C 6.06540 0.27712 -1.73179 -0.13 -0.12 0.15
C 3.93199 -6.59387 0.14578 0.04 -0.27 0.06
C -5.47498 3.64515 2.49802 -0.25 -0.29 0.74
C -2.22951 -1.64622 -3.92933 0.32 -0.16 -0.12
C -1.05456 -0.57633 -9.92185 -0.24 -0.19 0.02
C -5.93578 -2.27494 1.71133 0.02 -0.96 -0.93
C -2.10809 -3.48111 2.91405 0.56 0.98 -0.04
C 4.03740 -2.42359 5.09641 0.06 0.05 0.01
C 0.40579 -0.46772 -8.01641 0.05 0.04 0.03
C -2.17950 -2.23387 -5.18709 -0.17 -0.01 -0.14
C 0.49778 4.11985 -3.54458 0.03 -0.05 0.10
C -4.72527 -1.75148 0.93462 0.39 1.25 -1.83
C 1.97388 2.21909 -2.15327 0.05 -0.03 0.40
C 1.29047 3.20861 -1.46317 -0.08 0.08 -0.06
C 0.87501 0.87108 -9.95901 0.23 0.16 0.03
C -3.75865 9.19411 -0.09638 -0.01 0.02 -0.01
C 2.03732 -0.62097 10.89464 0.08 0.09 -0.09
C 3.02473 -5.57824 -0.10240 0.30 0.06 -0.04
C 2.93883 -2.91885 4.40438 0.15 -0.14 0.46
C 1.18150 3.13433 -4.23820 -0.09 0.11 -0.26
C -0.24794 0.34250 -10.56838 0.04 -0.13 0.28
C -2.57467 7.12857 1.28879 -0.17 0.22 -0.16
H -3.02501 -2.18803 -5.85888 -0.06 0.08 0.12
H 5.84531 3.65006 -1.60050 0.01 -0.01 0.00
H -6.35925 3.32915 4.47471 0.07 -0.45 -0.03
H -6.92030 -0.95977 3.00958 0.28 0.49 -0.07
H -1.93330 -0.98030 -10.40345 0.06 0.09 -0.14
H 1.27769 -0.52946 11.65902 0.01 -0.04 0.00
H 1.13753 3.10767 -5.31780 0.10 -0.12 0.03
H 6.78280 -4.82971 -0.32493 -0.02 0.01 -0.01
H -3.91401 0.38713 1.00609 -0.28 -0.06 -0.37
H 5.65336 -1.00894 5.08106 0.01 0.00 -0.04
H 2.26258 1.49709 10.64716 0.02 -0.02 0.01
H 7.50935 3.43895 -3.41471 0.02 -0.03 -0.01
H -2.99860 -4.10806 2.98432 0.18 -0.07 0.04
H 8.24953 1.21197 -4.15730 -0.03 -0.16 0.02
H 2.73585 -3.50498 -0.60690 -0.12 -0.12 0.04
H -6.87665 2.82264 1.09227 0.15 -0.32 -0.21
H 0.02732 4.93511 -1.61689 0.01 -0.02 -0.01
H 2.01515 -2.76009 10.92266 0.10 -0.08 -0.10
H 1.74278 -2.79536 2.64721 0.07 0.09 -0.09
H 2.54343 1.48256 -1.61298 0.13 -0.18 -0.02
H -0.97333 -3.36335 -6.54761 -0.02 -0.01 0.03
H -1.93370 10.26843 0.24544 0.02 -0.02 0.02
H -6.19344 4.46998 2.44617 0.03 -0.16 -0.14
H -4.39770 6.04075 0.93878 0.12 -0.03 0.08
H 0.66816 -0.79055 -7.01569 0.02 0.04 -0.02
H -3.75803 -3.65241 1.06988 0.03 0.13 -0.22
H -3.00385 -2.63592 -0.11362 -0.21 0.36 0.02
H 4.93014 1.62574 -0.51906 0.01 -0.06 0.01
H -7.74005 -1.23668 1.66017 0.04 0.36 -0.16
H 5.65692 -0.60341 -1.25787 0.06 -0.06 -0.11
H 5.05076 -0.07470 2.88060 -0.09 -0.02 -0.13
H -5.41986 0.42468 -1.81824 0.44 0.47 -0.23
H -5.45236 7.89170 -0.29190 0.01 -0.03 0.01
H -8.15976 -1.24741 -0.70230 -0.07 0.04 -0.50
H -4.45534 -0.36457 2.51432 0.15 0.47 -0.15
H -4.22647 10.00833 -0.63456 0.01 -0.02 0.00
H 2.07794 0.86514 -8.18703 -0.02 0.00 -0.01
H -4.96263 -1.61345 -0.13192 -0.51 -0.50 0.23
H -5.65224 -2.87156 2.58270 -0.06 0.85 0.46
H 0.95818 -3.48354 -5.00960 0.00 0.02 0.00
H 1.49790 1.59166 -10.46885 -0.10 -0.03 -0.13
H -6.60849 -2.94957 1.17329 0.42 0.10 -0.38
H -1.19390 -1.23364 -2.08714 -0.12 0.05 -0.04
H -4.73545 3.96544 4.47991 -0.10 -0.12 0.01
H 4.30098 -2.83573 6.06257 0.01 0.01 -0.07
H 1.33365 3.24046 -0.38212 0.02 -0.03 -0.02
H 5.14065 -3.03233 -0.74203 0.00 -0.03 -0.06
H -0.87067 8.42639 1.48453 -0.03 -0.14 0.07
H 4.00477 1.29174 8.90828 0.02 -0.03 0.00
H 0.84597 -2.41216 -2.78800 -0.01 0.02 0.03
H -1.44572 -2.05681 1.42766 -0.09 0.26 0.26
H -0.07719 4.85970 -4.08514 0.02 -0.03 -0.03
H 6.00820 -7.10541 0.24989 -0.03 -0.01 0.00
H -2.63696 -1.40806 2.58687 -0.12 0.04 -0.32
H 4.75479 -0.93364 8.16988 -0.01 -0.16 0.03
H 3.59869 -7.59050 0.39695 -0.14 0.06 -0.03
H -1.34100 -1.70584 -8.12619 -0.04 0.02 -0.05
H 2.34387 -3.71690 4.82919 0.02 -0.02 -0.02
H -4.92527 2.25901 4.13988 -0.25 0.01 0.01
H -1.25247 -4.01807 2.50347 -0.25 -0.37 0.24
H -5.15045 2.38890 0.79840 -0.24 -0.30 -0.04
H -4.51886 4.07030 2.18424 -0.17 -0.42 -0.06
H -0.30302 -2.58646 5.44385 -0.42 -0.17 0.31
```
Positions in Å, forces in eV/Å.

M   1281.17 g/mol
Lowest unoccupied orbital energy   -3.0 eV
Highest occupied orbital energy   -11.2756 eV
Orbital gap   8.322 eV
F_max   0.0634 Eh/bohr
Total energy   -4774.62477 Ha
Charge   +1

Results of the Löwdin charge analysis, in e, for atoms 1 through 5: number 1, P, carries 0.504; number 2, O, carries 0.084; number 3, O, carries -0.108; number 4, O, carries -0.085; number 5, O, carries 0.079

[2]
This record from the Open Molecules 2025 dataset describes 2 unconnected molecules or ions with the total composition C4H8O2 at a distorted geometry. The level of theory is wB97M-V/def2-TZVPD.

```
14
Properties=species:S:1:pos:R:3:forces:R:3
O -0.79819 -0.58678 1.65892 2.53 -1.22 -1.79
O -0.79987 3.31710 -0.16162 1.44 -3.85 0.37
C -0.16074 1.71092 -1.78638 1.25 -0.72 2.35
C 0.17563 -1.09232 1.07355 -1.37 0.90 1.78
C -0.56892 2.07945 -0.33683 -4.35 4.06 -0.80
C 0.67002 -2.48059 1.28331 -2.62 -0.97 -0.01
H 0.80137 -0.57039 0.31085 -0.60 0.39 0.21
H 0.96152 1.47030 -1.62809 -1.83 -0.36 -1.33
H 1.68197 -2.69417 1.36871 2.05 0.30 -0.11
H 0.16136 -3.08079 2.02337 -0.27 0.57 0.99
H -0.91361 1.03931 -2.22327 0.99 -0.96 0.45
H -0.32408 2.56122 -2.39880 0.54 1.24 -0.17
H 0.28400 -3.03898 0.44122 0.27 -0.04 -1.04
H -1.17047 1.36571 0.37505 1.98 0.66 -0.90
```
Positions in Å, forces in eV/Å.

SMILES   CC=O.CC=O
M   88.11 g/mol
Lowest unoccupied orbital energy   0.7 eV
Energy above the lowest of the compared OMol25 structures with the same formula, charge and spin   287.4 kJ/mol
Highest occupied orbital energy   -9.4754 eV
Orbital gap   10.207 eV
F_max   0.1168 Eh/bohr
Total energy   -307.60296 Ha

Results of the natural (NBO) charge analysis, in e, for atoms 1 through 5: number 1, O, carries -0.523; number 2, O, carries -0.533; number 3, C, carries -0.723; number 4, C, carries 0.439; number 5, C, carries 0.368